#a
C40H99N9O16 | ωB97M-V/def2-TZVPD

Last column: Löwdin charge in e.
Atoms and positions in Å:
C 3.85476 3.57514 -2.37405  -0.183
C 4.60452 2.24219 -2.44988  -0.215
O 4.96391 1.91924 -3.78881  -0.060
O 2.53034 3.45566 -2.94136  -0.128
H 4.35399 4.34483 -2.96492  0.126
H 3.77650 3.88011 -1.32912  0.100
H 4.01528 1.40171 -2.06082  0.096
H 5.52374 2.21577 -1.86628  0.128
H 4.18454 2.00169 -4.35375  0.044
H 2.04771 4.24368 -2.64890  0.073
C 1.79870 4.97199 0.36007  -0.258
C 1.08761 3.73970 0.78082  -0.238
O -0.32540 3.93043 0.88723  -0.053
O 1.47599 5.42438 -0.93460  -0.056
H 2.87641 4.80133 0.51089  0.117
H 1.65627 5.77090 1.09921  0.130
H 1.44573 3.44076 1.76908  0.090
H 1.33743 2.85395 0.18319  0.110
H -0.57981 4.27504 0.02082  0.079
H 1.67822 6.34169 -1.11908  0.103
C 5.06437 -3.19634 2.74219  -0.234
C 4.53079 -2.85301 1.38703  -0.261
O 3.68052 -1.73155 1.51086  -0.084
O 5.66692 -2.05594 3.39957  -0.076
H 5.78311 -4.01742 2.72220  0.120
H 4.30235 -3.58423 3.43110  0.108
H 4.10702 -3.77625 0.96545  0.110
H 5.34711 -2.53126 0.72955  0.125
H 3.52768 -1.32666 0.64063  0.050
H 4.91306 -1.46281 3.54095  0.039
C -2.42524 0.56930 -2.92376  -0.229
C -2.04527 1.86886 -3.62960  -0.228
O -2.41841 1.70224 -4.99244  -0.059
O -2.13413 0.63167 -1.53147  -0.076
H -1.99199 -0.29239 -3.43521  0.101
H -3.49376 0.37099 -3.04680  0.104
H -1.02056 2.21055 -3.42682  0.100
H -2.59211 2.76110 -3.28392  0.121
H -2.13930 2.47013 -5.49707  0.078
H -2.87623 1.10557 -1.13722  0.060
C 0.98255 -3.57977 2.50692  -0.196
C 0.85257 -5.05522 2.21560  -0.257
O 2.02275 -5.68292 1.72498  -0.054
O 0.85678 -2.85370 1.27236  -0.105
H 1.90410 -3.33395 3.03831  0.109
H 0.11306 -3.20831 3.04425  0.124
H -0.01768 -5.19230 1.56361  0.120
H 0.54383 -5.58763 3.12680  0.118
H 1.85768 -6.61942 1.60188  0.088
H 1.42375 -3.25584 0.60238  0.087
C 4.26644 -2.30335 -3.46201  -0.659
O 4.82624 -3.11746 -4.19665  -0.010
N 4.10178 -2.55447 -2.10749  0.150
N 3.62206 -1.18660 -3.90105  0.173
H 4.42856 -3.43586 -1.77187  0.088
H 3.51364 -1.87971 -1.63297  0.028
H 3.56789 -0.91747 -4.86664  0.070
H 3.16908 -0.68204 -3.15836  0.058
C 2.00781 1.47632 -6.19941  -0.642
O 2.91681 0.76364 -5.75354  0.006
N 1.65024 2.62747 -5.57030  0.170
N 1.36562 1.20489 -7.35404  0.166
H 2.05172 2.83534 -4.66540  0.058
H 0.76086 2.99287 -5.85900  0.087
H 0.79215 1.91651 -7.76744  0.094
H 1.62581 0.44449 -7.95198  0.111
C 1.43702 0.00815 -0.93323  -0.609
O 2.52243 -0.59586 -0.88614  -0.037
N 0.37655 -0.38129 -0.19884  0.206
N 1.20474 1.04823 -1.77491  0.203
H 0.51199 -1.16453 0.43065  0.074
H -0.54374 -0.00537 -0.35029  0.072
H 1.98482 1.60014 -2.09375  0.058
H 0.26387 1.33370 -1.97847  0.072
C -5.94874 0.17207 -1.45127  -0.024
C -6.11810 0.59425 0.01626  -0.486
C -6.44564 -0.68476 0.79370  -0.133
C -6.30418 -0.55529 2.31807  -0.172
C -4.89019 -0.05898 2.65947  -0.143
C -4.42843 1.21765 1.96188  -0.502
N -4.90272 1.22567 0.57352  -0.108
O -4.35992 2.25283 -0.20548  -0.020
C -5.02197 2.39211 2.75531  -0.025
C -2.89095 1.22990 2.01032  -0.019
C -7.26594 1.60902 0.15206  -0.023
H -5.03066 -0.33922 -1.73159  0.046
H -6.11133 1.04092 -2.09976  0.088
H -6.77628 -0.44497 -1.81580  0.094
H -7.40382 -1.15538 0.57463  0.124
H -5.67909 -1.42314 0.53164  0.118
H -6.49755 -1.51622 2.79312  0.113
H -7.01402 0.16030 2.74212  0.101
H -4.20076 -0.90528 2.64657  0.120
H -5.01635 0.15867 3.72538  0.115
H -4.73456 3.37160 2.36808  0.083
H -6.10923 2.28817 2.69570  0.070
H -4.83775 2.37750 3.83004  0.087
H -2.39640 1.97763 1.39007  0.068
H -2.55951 1.26154 3.04668  0.089
H -2.54992 0.30244 1.53727  0.076
H -6.89671 2.61981 -0.03855  0.078
H -7.62477 1.71266 1.17806  0.069
H -8.09729 1.34497 -0.50170  0.088
H -4.76402 3.07779 0.10723  0.100
C -3.81332 -4.80387 -3.60089  -0.037
C -3.41632 -3.37138 -3.78611  -0.487
C -3.69912 -2.55031 -2.45947  -0.122
C -2.55923 -2.68311 -1.44036  -0.157
C -1.26481 -2.33017 -2.11240  -0.158
C -0.92254 -3.17729 -3.36904  -0.511
N -2.05707 -3.15786 -4.28212  -0.094
O -1.78306 -3.92891 -5.44225  -0.003
C 0.25754 -2.44819 -3.98329  -0.025
C -0.49816 -4.54885 -2.91027  -0.031
C -4.39177 -2.67113 -4.77269  -0.046
H -3.15628 -5.48485 -4.14319  0.084
H -4.83822 -5.04638 -3.88910  0.085
H -3.76549 -5.10231 -2.54777  0.080
H -3.87295 -1.48914 -2.63967  0.059
H -4.63148 -2.96573 -2.07199  0.119
H -2.44205 -3.66481 -0.96688  0.109
H -2.82700 -2.07991 -0.56634  0.104
H -0.41962 -2.49863 -1.43893  0.105
H -1.17228 -1.27138 -2.37058  0.066
H 1.10881 -2.34416 -3.30682  0.075
H 0.69636 -2.85396 -4.89720  0.092
H -0.05268 -1.43218 -4.24605  0.082
H -0.17275 -5.16308 -3.75839  0.090
H 0.43410 -4.50499 -2.33749  0.086
H -1.18706 -5.17399 -2.33994  0.077
H -5.42899 -2.57236 -4.45177  0.082
H -4.39843 -3.24485 -5.70942  0.077
H -4.09381 -1.67937 -5.12611  0.081
H -2.05160 -3.32101 -6.14010  0.103
C 5.55687 2.22756 6.32757  -0.049
C 4.04550 2.02579 6.20784  -0.489
C 3.46116 3.46428 6.28679  -0.141
C 1.96150 3.56201 5.91846  -0.162
C 1.82488 2.85957 4.56343  -0.155
C 2.31461 1.43250 4.47784  -0.520
N 3.70404 1.41988 4.91150  -0.080
O 4.41749 0.19182 4.77938  -0.010
C 1.31607 0.54740 5.24509  -0.030
C 2.24557 0.95502 3.01605  -0.020
C 3.54720 1.20175 7.42744  -0.012
H 6.13459 1.30107 6.24183  0.082
H 5.85411 2.59635 7.31125  0.084
H 6.02766 2.84508 5.56076  0.088
H 3.71313 3.80990 7.29406  0.118
H 3.93525 4.22238 5.65821  0.116
H 1.69135 4.61060 5.78965  0.107
H 1.36091 3.19651 6.75374  0.099
H 2.36488 3.46785 3.82775  0.113
H 0.79883 2.93458 4.19055  0.124
H 1.12889 0.90158 6.26391  0.069
H 0.30227 0.51227 4.84376  0.083
H 1.71960 -0.46704 5.29327  0.083
H 2.53612 -0.08661 2.91235  0.067
H 1.19703 0.95419 2.70870  0.081
H 2.79556 1.67510 2.41093  0.087
H 2.66259 1.64895 7.87754  0.077
H 4.30043 0.98465 8.18269  0.084
H 3.24837 0.20958 7.07343  0.065
H 4.07344 -0.29612 5.54898  0.085

The calculation puts the LUMO energy at -0.0070 hartree. The spin multiplicity is 1. The HOMO energy is -8.184 eV. The SMILES is CC1(C)CCCC(C)(C)N1O.CC1(C)CCCC(C)(C)N1O.CC1(C)CCCC(C)(C)N1O.NC(N)=O.NC(N)=O.NC(N)=O.OCCO.OCCO.OCCO.OCCO.OCCO. As for the orbital gap: 0.2938 Ha.

=====

#b
C40H99N9O16 | ωB97M-V/def2-TZVPD

Last column: Löwdin charge in e.
Atoms and positions in Å:
C -24.84958 -5.59006 0.12185  -0.014
C -23.93978 -5.03156 -0.98993  -0.482
C -24.69129 -3.86380 -1.64255  -0.137
C -24.62507 -2.47115 -0.88425  -0.171
C -23.20338 -2.19579 -0.49588  -0.158
C -22.35688 -3.34883 0.24399  -0.396
N -22.59520 -4.61989 -0.51224  -0.097
O -21.88571 -5.74262 0.07599  -0.017
C -20.83083 -2.96503 0.15741  -0.025
C -22.90201 -3.36808 1.76220  -0.014
C -23.81752 -6.11384 -2.09268  -0.021
H -25.32071 -4.77855 0.67645  0.070
H -24.24129 -6.05845 0.89561  0.074
H -25.60106 -6.30334 -0.21671  0.097
H -24.34737 -3.56306 -2.63218  0.073
H -25.77414 -3.95904 -1.72299  0.123
H -25.23794 -2.47815 0.01710  0.104
H -25.05765 -1.68312 -1.50066  0.104
H -23.30100 -1.26887 0.06926  0.116
H -22.63205 -1.77841 -1.32502  0.099
H -20.41521 -2.82026 -0.83979  0.070
H -20.74195 -2.00719 0.66999  0.080
H -20.06932 -3.59630 0.61533  0.078
H -23.93881 -3.61692 1.98851  0.067
H -22.32648 -4.20094 2.16620  0.064
H -22.64447 -2.52128 2.39836  0.081
H -24.76622 -6.31801 -2.58906  0.084
H -23.51946 -7.09330 -1.71864  0.091
H -23.15460 -5.76876 -2.88613  0.059
H -22.26065 -5.95867 0.93294  0.073
C -19.04129 -7.41447 -5.70016  -0.042
C -19.28170 -8.82654 -5.22059  -0.460
C -17.84869 -9.51038 -5.06561  -0.107
C -17.80563 -10.80860 -4.19092  -0.172
C -18.47028 -10.49922 -2.79065  -0.142
C -19.97419 -9.98233 -2.90717  -0.429
N -19.88032 -8.79465 -3.80420  -0.079
O -21.13100 -8.14821 -3.76941  -0.065
C -20.93748 -11.13536 -3.49790  0.007
C -20.23199 -9.67209 -1.41466  -0.036
C -20.18450 -9.53435 -6.22291  -0.016
H -20.03622 -6.96984 -5.67700  0.059
H -18.71345 -7.33574 -6.73669  0.078
H -18.38816 -6.77998 -5.10104  0.088
H -17.56636 -9.77030 -6.08581  0.113
H -17.13278 -8.85204 -4.57350  0.110
H -16.81393 -11.09370 -3.83968  0.102
H -18.30319 -11.61213 -4.73396  0.087
H -17.81809 -9.69062 -2.46060  0.104
H -18.29937 -11.35059 -2.13182  0.114
H -21.75403 -10.83303 -4.15360  0.051
H -20.34541 -11.86975 -4.04399  0.063
H -21.50184 -11.58496 -2.68091  0.075
H -19.40432 -9.07581 -1.03060  0.078
H -21.13790 -9.07410 -1.31546  0.073
H -20.23977 -10.64530 -0.92384  0.089
H -19.98782 -10.58601 -6.01446  0.075
H -19.97669 -9.29928 -7.26678  0.078
H -21.25146 -9.36686 -6.07580  0.069
H -20.99756 -7.54805 -3.03211  0.073
C -21.73257 -6.51876 -12.68220  -0.054
C -20.24953 -6.59042 -12.29943  -0.484
C -20.36491 -6.68601 -10.74255  -0.090
C -19.03845 -7.21833 -10.02152  -0.143
C -17.88384 -7.39706 -10.99866  -0.139
C -18.29594 -8.18315 -12.28454  -0.480
N -19.59453 -7.71575 -12.81128  -0.153
O -19.96394 -8.23558 -14.02357  0.019
C -17.11760 -7.96163 -13.25797  -0.038
C -18.40667 -9.70246 -12.03220  -0.037
C -19.65911 -5.18414 -12.84022  0.013
H -22.27375 -7.40907 -12.36194  0.069
H -21.92535 -6.30694 -13.73391  0.086
H -22.20593 -5.74514 -12.07760  0.073
H -20.46255 -5.62644 -10.50619  0.084
H -21.28451 -7.15841 -10.39718  0.093
H -19.28731 -8.22413 -9.68310  0.087
H -18.61610 -6.66505 -9.18270  0.097
H -17.15485 -7.94844 -10.40480  0.119
H -17.48582 -6.43208 -11.31247  0.112
H -16.15024 -8.32038 -12.90640  0.088
H -17.46426 -8.40662 -14.19066  0.076
H -17.00089 -6.90517 -13.49959  0.073
H -18.42125 -10.25412 -12.97218  0.076
H -17.51442 -9.99805 -11.48029  0.079
H -19.25795 -10.06373 -11.45522  0.079
H -18.57061 -5.18071 -12.89730  0.058
H -19.77175 -4.45113 -12.04140  0.067
H -20.05344 -4.92892 -13.82382  0.076
H -20.56832 -8.94575 -13.79557  0.106
C -20.96521 -4.09734 -3.92393  -0.758
O -20.35310 -3.94250 -4.94311  0.026
N -22.02132 -3.39102 -3.58110  0.206
N -20.70977 -5.04702 -3.10869  0.213
H -22.40987 -3.52120 -2.65796  0.056
H -22.11106 -2.54464 -4.12487  0.133
H -19.82293 -5.53033 -3.11129  0.134
H -21.26776 -5.10970 -2.26916  0.075
C -19.56751 -3.31085 -8.20961  -0.786
O -19.27764 -2.99495 -9.33129  0.036
N -20.62076 -3.98715 -7.93354  0.185
N -18.90484 -3.08050 -7.07620  0.161
H -21.39926 -4.16561 -8.55175  0.075
H -20.67714 -4.32767 -6.98434  0.062
H -18.07135 -2.51038 -7.05720  0.109
H -19.27494 -3.44380 -6.20953  0.037
C -24.53953 -9.32688 -3.70211  -0.815
O -24.31012 -10.09471 -2.78846  0.027
N -23.68143 -8.86078 -4.54347  0.179
N -25.66155 -8.73311 -3.88697  0.172
H -22.71521 -9.15081 -4.59227  0.057
H -23.86563 -7.99010 -5.02104  0.063
H -25.68836 -8.17758 -4.73005  0.088
H -26.42741 -9.09308 -3.33562  0.128
C -26.06979 -7.84617 -11.17435  -0.268
C -24.83051 -6.96111 -10.80225  -0.197
O -24.92894 -6.47317 -9.46947  -0.080
O -26.05102 -8.39995 -12.43104  -0.031
H -26.96940 -7.25628 -10.99874  0.105
H -26.07711 -8.62165 -10.40840  0.126
H -24.88500 -6.13849 -11.51529  0.113
H -23.89424 -7.49124 -10.97678  0.104
H -24.14882 -6.79428 -9.01135  0.053
H -26.14319 -7.67931 -13.05858  0.093
C -26.67217 -1.42118 -4.41066  -0.239
C -26.28807 -2.83805 -4.94882  -0.166
O -25.58978 -2.59358 -6.22792  -0.088
O -27.74939 -0.84926 -5.16333  -0.053
H -25.80618 -0.77568 -4.26405  0.118
H -27.08606 -1.68324 -3.43694  0.105
H -27.18615 -3.42368 -5.14518  0.120
H -25.70218 -3.38581 -4.21071  0.083
H -24.89551 -1.97304 -5.99442  0.077
H -27.76764 0.06633 -4.87529  0.082
C -22.98735 -3.09829 -10.10851  -0.226
C -23.36861 -1.71202 -10.57905  -0.267
O -22.70457 -0.73134 -9.86233  -0.035
O -23.30439 -3.37655 -8.75029  -0.080
H -21.93290 -3.31825 -10.27538  0.108
H -23.50493 -3.80719 -10.75478  0.111
H -24.44354 -1.55055 -10.66004  0.116
H -22.98192 -1.62884 -11.59475  0.125
H -22.87244 -0.98811 -8.95267  0.076
H -24.25822 -3.44233 -8.66371  0.053
C -24.13276 -5.56399 -6.15766  -0.157
C -22.77113 -6.31583 -6.53895  -0.221
O -22.66495 -6.70809 -7.84351  -0.047
O -25.23498 -6.29626 -5.63410  -0.081
H -24.44998 -5.09580 -7.08947  0.098
H -23.91754 -4.77320 -5.43903  0.097
H -22.54022 -7.10082 -5.81884  0.084
H -21.97395 -5.59570 -6.35446  0.086
H -21.77051 -7.01912 -8.00108  0.093
H -25.95021 -6.38249 -6.26862  0.055
C -27.77944 -3.98932 -8.43420  -0.247
C -27.98915 -5.55019 -8.64517  -0.181
O -27.14733 -6.44221 -7.90765  -0.069
O -26.60974 -3.50641 -8.96845  -0.071
H -27.65400 -3.57215 -7.43502  0.096
H -28.66730 -3.45253 -8.76834  0.114
H -28.02543 -5.65824 -9.72920  0.105
H -29.03509 -5.64468 -8.35332  0.112
H -26.28526 -6.28098 -8.29810  0.024
H -26.55191 -2.62635 -8.58931  0.080

The calculation puts the LUMO energy at -0.0013 hartree. The spin multiplicity is 1. The HOMO energy is -7.467 eV. The SMILES is CC1(C)CCCC(C)(C)N1O.CC1(C)CCCC(C)(C)N1O.CC1(C)CCCC(C)(C)N1O.NC(N)=O.NC(N)=O.NC(N)=O.OCCO.OCCO.OCCO.OCCO.OCCO. As for the orbital gap: 0.2731 Ha.

=====

The structures above, arranged from the most stable to the least stable: #a, #b.